DFT (the ωB97M-V functional and the def2-TZVPD basis) results for 9 unconnected molecules or ions with the total composition C31H62O13.

XYZ file:
```
106
Properties=species:S:1:pos:R:3:forces:R:3
O 26.5571 -18.9158 -44.2538 -4.73 4.12 3.49
O 33.7817 -12.9440 -38.5379 2.62 -4.13 0.65
O 26.3020 -12.9018 -42.2306 4.33 -2.58 -0.81
O 22.7018 -12.2808 -35.7010 5.57 -0.64 -2.86
O 33.3795 -11.0920 -39.7253 0.40 -1.49 -2.04
O 31.6677 -13.3703 -41.7172 -0.10 -2.92 -1.67
O 25.5670 -17.3386 -39.0036 -0.07 0.43 0.20
O 29.5746 -14.1294 -36.2464 -3.13 -3.48 6.85
O 26.8061 -15.8907 -37.7537 -0.75 -0.86 0.51
O 28.5757 -7.6582 -39.7966 0.33 -4.60 1.89
O 26.9443 -11.3620 -43.7902 0.42 -3.23 1.86
O 28.8693 -10.0504 -39.2673 0.34 3.39 -0.74
O 31.0732 -17.3626 -37.1822 -5.01 -5.45 -2.04
C 24.2664 -18.1324 -44.5518 -0.56 -1.46 -1.60
C 24.4840 -11.1431 -37.0373 -2.47 -2.03 -2.77
C 24.7193 -13.6600 -36.3194 -2.51 3.75 5.31
C 25.9431 -16.9696 -37.9232 1.17 0.34 -1.03
C 29.0812 -8.8150 -39.8248 1.19 2.79 -3.27
C 28.2599 -16.1754 -35.3008 4.12 2.03 4.85
C 30.9010 -15.3832 -40.7593 -2.09 -2.58 -2.78
C 31.5332 -14.5977 -41.9355 -0.47 2.63 3.92
C 28.8598 -13.9876 -33.8459 -0.75 -6.68 1.97
C 23.8508 -12.3809 -36.3075 -4.49 0.74 1.82
C 34.4369 -11.4204 -40.6832 1.99 5.09 0.92
C 24.9982 -12.6688 -42.4514 -3.44 1.47 1.91
C 28.2213 -11.3301 -37.6379 -0.43 -5.06 -4.16
C 29.0085 -14.7055 -35.1486 0.92 1.42 -6.78
C 25.7717 -17.3862 -42.3774 -2.89 -2.75 -1.18
C 24.1522 -13.4865 -41.4701 -3.17 1.91 3.27
C 28.5971 -12.7963 -42.8160 0.41 -2.36 4.98
C 27.2256 -12.3316 -43.0387 -1.35 4.48 -1.72
C 25.6718 -17.6655 -36.6230 -0.33 -0.18 -3.36
C 34.5988 -10.1355 -41.6150 -4.80 -2.46 2.77
C 28.0439 -13.8650 -38.6905 -3.12 -2.24 -1.82
C 30.2136 -18.3625 -37.4529 5.17 2.59 4.92
C 25.5980 -18.1647 -43.6998 3.10 -3.67 -3.88
C 33.0566 -12.1030 -38.8343 -0.81 5.16 -1.61
C 31.8869 -11.6665 -38.1103 -2.50 -1.37 3.56
C 27.8372 -10.1888 -38.2945 -1.91 3.83 -3.74
C 27.1055 -15.1337 -38.8905 1.97 0.11 -4.25
C 30.1912 -8.9861 -40.9408 -2.43 -0.01 4.44
C 29.3499 -18.4530 -38.5998 0.47 0.87 -2.59
C 32.0269 -15.4269 -43.0512 2.30 2.41 -1.13
C 30.1413 -19.5647 -36.3932 6.53 5.13 -1.80
H 27.5307 -11.5023 -36.9376 -3.53 -1.76 2.53
H 32.5992 -14.8039 -43.8135 -0.85 -0.53 0.96
H 28.4504 -13.8163 -42.2158 0.63 1.80 -1.42
H 24.9527 -11.7260 -41.9061 -1.31 1.12 -1.36
H 28.6378 -16.6789 -36.1152 1.97 -1.27 -1.33
H 25.1142 -18.5378 -36.8887 0.01 -0.78 0.22
H 29.2360 -12.1952 -42.0425 -1.41 -0.56 -1.60
H 31.2199 -12.5452 -37.8986 1.23 0.01 0.65
H 28.3757 -13.5479 -39.7267 -1.86 0.39 0.22
H 29.1731 -12.9733 -43.6652 0.72 -0.03 -1.53
H 30.5394 -20.4146 -36.8364 1.16 -1.56 -1.00
H 34.9076 -9.4113 -41.0082 1.13 3.29 2.80
H 30.7734 -19.2441 -35.5368 -0.38 -0.37 -0.59
H 29.1920 -19.4898 -39.0149 0.45 1.03 0.53
H 30.8437 -8.1949 -40.8565 2.15 1.04 0.35
H 24.8659 -14.1004 -37.1502 1.31 -2.09 -6.78
H 35.3860 -11.4427 -40.1385 -0.24 -0.69 0.04
H 24.3399 -13.3048 -40.3162 0.32 0.23 -2.31
H 28.9908 -11.3208 -37.0333 4.85 0.83 2.42
H 29.6704 -8.8438 -41.7695 -2.45 0.96 -3.95
H 31.2741 -16.3550 -40.5067 1.42 -0.52 -0.26
H 24.9711 -10.4794 -36.4065 1.19 0.98 1.36
H 35.1880 -10.0123 -42.4004 2.89 -0.98 -3.66
H 26.1351 -14.8633 -39.4281 1.29 -0.10 0.75
H 25.4180 -16.4006 -42.6896 0.37 0.25 0.95
H 24.3176 -14.4916 -35.7837 -0.44 -0.01 1.39
H 28.3409 -12.2979 -38.4436 0.72 5.57 2.74
H 30.6641 -14.9961 -39.8544 0.39 2.56 2.70
H 24.4597 -18.6838 -45.6283 -0.21 1.69 2.80
H 25.1476 -11.5321 -37.8774 -0.59 0.65 1.18
H 24.6501 -12.6901 -43.5021 0.39 0.18 0.63
H 29.6352 -14.4030 -33.0831 -1.28 0.24 -1.24
H 25.0480 -17.0065 -36.1599 -1.53 1.65 2.20
H 26.6081 -17.7837 -36.2077 1.48 -0.78 1.51
H 32.7708 -16.0959 -42.6388 -0.19 -0.61 0.05
H 28.3571 -18.1242 -38.2403 0.29 0.29 -0.60
H 27.2999 -16.2211 -35.5702 -3.90 1.46 -0.32
H 29.2870 -19.8356 -36.0824 -6.83 -1.43 2.13
H 25.6174 -13.2510 -35.9303 1.32 -0.34 0.52
H 30.3841 -9.9853 -40.9537 2.12 -2.53 0.12
H 27.5842 -13.0454 -38.0743 -0.37 -3.18 -0.86
H 26.7798 -17.5739 -42.1334 1.16 0.58 0.65
H 22.9574 -13.3685 -41.4236 2.40 1.14 -0.86
H 23.6614 -17.1854 -44.7107 1.40 -0.63 0.28
H 29.0227 -13.0293 -33.8142 0.74 5.40 -0.57
H 29.0635 -13.9956 -38.5108 1.41 -1.17 2.16
H 26.8719 -10.2178 -39.0089 1.50 -0.08 2.28
H 24.0105 -14.4915 -41.4426 1.09 -3.58 -0.94
H 27.8468 -9.3499 -37.6029 -0.46 0.64 -0.38
H 31.2312 -15.8858 -43.5539 -1.08 -1.14 -0.54
H 32.2218 -11.2032 -37.1048 -0.64 -0.80 -1.61
H 29.8996 -17.7524 -39.3623 -1.86 -1.18 0.96
H 29.8478 -15.7973 -40.9146 0.70 0.75 -1.15
H 28.3107 -16.7233 -34.2562 0.33 0.83 -2.19
H 34.3727 -12.1504 -41.3789 -1.26 -3.31 -1.12
H 25.0672 -17.9321 -41.5918 1.35 1.55 -1.50
H 33.6007 -9.8312 -41.9201 -0.25 -0.08 -0.17
H 23.4619 -18.7839 -44.0999 1.06 0.36 0.02
H 23.6428 -10.5344 -37.5328 1.12 -1.03 0.80
H 27.8317 -14.2566 -33.4125 1.43 0.44 -0.53
H 31.0708 -11.1356 -38.5207 0.17 1.72 -1.25
H 27.7345 -15.7747 -39.7489 -1.78 1.01 2.27
```
Positions in Å, forces in eV/Å.

Calculated values
* spin multiplicity: 1
* HOMO: -0.358 Eh
* structure (SMILES): CCOC(C)=O.CCOC(C)=O.CCOC(C)=O.CCOC(C)=O.CC(C)=O.CC(C)=O.CC(C)=O.CC(C)=O.CC(C)=O
* energy relative to the best compared isomer or geometry (same formula, charge and spin): 115.6 kcal/mol



DFT (the ωB97M-V functional and the def2-TZVPD basis) results for a molecular structure, C31H63BCaF5N2O7P.

XYZ file:
```
111
Properties=species:S:1:pos:R:3:forces:R:3
Ca -7.7423 3.8938 5.1689 -0.75 -0.28 3.05
P -2.6594 3.3428 -0.7214 1.49 1.58 -1.74
F -2.3859 -1.6595 2.3061 -3.69 -1.86 -2.56
F -4.4493 -2.8428 2.5379 3.25 1.43 -2.79
F -4.8045 -1.8947 -0.6040 0.95 1.54 3.47
F -2.9400 -3.3843 0.7530 -1.86 3.87 2.74
F -5.6451 -0.9274 1.4148 2.86 -0.91 -1.82
O 3.4976 -0.9653 6.1816 0.06 0.94 1.32
O -2.2651 0.0369 -0.2051 0.61 1.53 -0.91
O 3.3085 -3.6134 -0.9935 -0.22 -0.56 0.07
O -5.0141 2.0034 1.5246 -0.28 1.07 3.61
O -4.2045 1.1867 -0.6757 -0.06 0.23 -1.09
O 1.7624 -3.6284 3.6523 -0.03 -0.16 0.35
O -1.9335 -1.9456 -1.6753 0.25 0.59 -3.14
N -2.1408 4.5381 -1.6817 0.45 -0.67 1.12
N 3.0256 -5.6994 -1.7722 -0.01 0.37 0.26
C 0.4482 -4.4306 5.4510 -0.44 -0.44 0.02
C -2.4708 -0.8326 -2.4742 -1.00 1.31 -0.42
C -3.8088 1.1338 1.7336 1.20 1.12 2.02
C 1.9972 1.0420 -1.1986 -0.37 -0.75 -0.20
C -1.0931 3.7346 -4.6321 0.53 0.24 0.23
C 2.8617 -4.7431 -0.8140 0.38 0.81 -0.26
C 5.3024 1.3806 1.7275 0.10 0.17 -0.47
C 4.3336 0.0678 1.4360 0.98 -0.76 1.05
C 5.4365 3.0965 -1.0850 -0.12 -0.21 -0.58
C 4.2061 3.3226 -2.1472 0.03 -0.42 -0.59
C 5.1781 3.7923 0.3768 0.11 0.06 0.09
C 4.4973 2.8122 1.5028 0.32 0.30 1.08
C -2.2724 2.6110 -4.8340 -0.40 0.42 -0.62
C -2.1322 0.5562 -1.6070 0.25 -1.70 0.15
C -0.5834 0.8582 -2.0527 1.08 -0.70 0.98
C 2.6378 -4.1989 4.6348 0.18 -0.09 -0.37
C -4.3714 -1.1757 0.6417 -2.23 -1.68 -1.04
C 1.8642 -4.2507 5.9341 0.30 0.26 0.53
C 2.5780 -7.0718 -1.7490 0.21 0.09 -0.38
C -4.2141 1.9208 -2.9868 -0.06 1.33 -0.64
C 0.4341 -3.5915 4.1919 -0.16 0.38 -0.31
C -5.3196 2.7420 2.7762 -0.82 -0.23 -0.49
C 3.9023 1.9433 -2.9911 -0.14 0.21 -1.23
C -3.5032 -2.2505 1.5262 0.45 -2.37 1.54
C -1.3597 -3.0110 -2.5182 0.83 -0.68 1.04
C -3.2486 1.7794 -1.6699 -1.85 -3.50 1.63
C 0.3978 1.3809 -0.8457 1.01 0.86 -0.54
C -6.7547 3.5649 2.5297 0.72 -0.59 -1.69
C 2.3785 1.3490 -2.7780 0.84 -0.61 0.10
C -3.7115 3.0054 -4.1084 -0.58 0.17 -1.12
C 2.1277 -5.1223 0.4429 -0.06 0.19 0.18
B -3.6210 0.2589 0.3543 0.94 1.77 -1.94
H 2.0760 -4.2586 1.1110 0.07 -0.14 -0.19
H 2.9108 -5.2041 4.2955 0.11 -0.03 0.06
H 0.3286 2.5575 -0.8363 0.08 -2.11 0.14
H -3.6289 -0.9530 -2.6868 2.26 0.07 0.74
H 4.5845 3.3848 2.5464 -0.30 -1.05 -2.29
H -3.7767 3.8055 0.0705 0.41 -0.90 -0.36
H 2.7405 1.5964 -0.4739 -1.65 -0.94 -1.47
H 2.2052 -5.0460 6.6018 0.01 0.09 -0.08
H -0.1317 -0.1823 -2.4248 -0.99 2.20 0.89
H 3.1825 3.6415 -1.6493 2.22 -0.50 -0.76
H 2.1666 -0.1257 -1.0205 -0.34 2.52 -0.34
H -0.3269 -3.3117 -2.0045 -2.14 0.62 -1.11
H 4.7412 1.1076 -2.8416 -1.90 1.83 -0.02
H -4.5182 2.9691 -4.9874 1.55 0.00 1.92
H -3.9241 0.4922 2.7145 0.03 1.36 -1.62
H 2.3606 0.2888 -3.3241 -0.21 2.47 0.90
H -2.9161 1.8972 1.9031 -1.50 -1.62 -0.22
H 0.1292 0.9833 0.2218 0.32 0.57 -2.22
H -4.4095 0.8935 -3.5478 0.74 1.99 1.55
H -6.5063 4.5032 1.8431 -0.86 -1.79 1.82
H -4.5288 3.5728 3.0419 -1.18 -1.81 -0.44
H -0.2261 3.6158 -5.4435 -2.04 0.25 1.57
H -1.1133 -2.6895 -3.6175 -0.77 -0.59 2.05
H -0.3072 -4.1217 6.1781 0.07 -0.02 -0.11
H 5.5998 1.9210 -1.0096 -0.37 2.53 0.18
H 3.4544 -7.7160 -1.8522 -0.20 -0.26 0.07
H -0.4570 1.6027 -2.9470 -0.72 -1.43 1.76
H 4.5250 4.1582 -2.9346 -0.82 -1.69 1.84
H 1.9152 -7.2267 -2.6036 -0.07 -0.30 0.14
H 6.4222 3.5050 -1.6194 -2.09 -0.74 1.40
H -5.2760 2.2836 -2.6001 2.33 -0.81 -0.60
H -1.9578 -0.6806 -3.5157 -0.73 -0.67 1.81
H -7.2350 3.9012 3.5631 1.86 -0.25 -5.18
H 5.7776 1.3688 2.8207 -1.29 -0.10 -2.36
H -1.5624 4.8309 -4.6881 1.03 -2.50 -0.03
H -2.0672 -3.9397 -2.4245 1.28 1.68 -0.63
H 0.1923 -2.5466 4.4133 -0.10 -0.04 0.00
H 3.1936 0.3341 1.3344 2.42 -0.51 0.06
H -0.2760 -3.9639 3.4479 0.14 0.10 -0.03
H 4.4512 -0.6447 2.3859 -0.44 1.43 -2.11
H 3.3295 2.6439 1.3501 2.58 0.26 0.05
H 3.9736 2.2377 -4.1436 -0.16 -0.77 2.33
H -7.5423 2.8901 1.9406 1.66 1.38 1.53
H 2.6594 -5.9263 0.9581 -0.19 -0.06 -0.01
H -1.9875 1.5261 -4.4974 -0.25 2.13 -0.56
H 4.4768 4.7498 0.2530 1.63 -2.01 0.18
H 1.1082 -5.4331 0.2007 0.07 -0.14 0.11
H -1.5764 3.0351 0.2227 -1.40 -0.45 -0.49
H 2.0488 -7.3224 -0.8283 0.13 0.16 -0.17
H 0.2729 -5.4834 5.2004 -0.05 0.09 0.03
H -1.1557 4.8165 -1.4782 -1.16 -0.37 -0.18
H 3.4177 -1.5463 5.4473 -0.16 -0.93 -1.33
H 3.5284 -5.3704 -2.5878 -0.13 -0.09 0.20
H 3.5478 -3.5974 4.7117 -0.06 -0.06 -0.12
H 4.7472 -0.5689 0.5171 -1.22 1.54 1.87
H 1.6385 2.0998 -3.3044 1.37 -1.54 1.16
H 6.2319 1.3260 0.9912 -1.97 0.21 1.51
H 1.9574 -3.2947 6.4630 0.07 -0.08 -0.02
H -5.4848 1.9835 3.6830 0.54 1.39 -1.63
H 6.2191 4.1466 0.8101 -2.13 -0.66 -0.84
H -0.5473 3.6882 -3.5852 -1.37 -0.05 -2.06
H -2.4635 2.5438 -6.0106 0.37 0.12 2.56
H -3.7388 4.1379 -3.7318 0.37 -2.70 -0.55
```
Positions in Å, forces in eV/Å.

Calculated values
* spin multiplicity: 1
* HOMO: -0.253 Eh



Number 1: frontier orbital gap 0.362 Ha. Number 2: frontier orbital gap 0.043 Ha.